{
  "formula": "C5H16N2O2",
  "method": "ωB97M-V with the def2-TZVPD basis set",
  "total_energy_ev": -12518.342,
  "total_charge": 0,
  "smiles": "C[C@H](O)[C@H](C)NCN.O",
  "de_lowest_kj_mol": 199.4,
  "homo_lumo_gap_ev": 9.857,
  "elements": ["O", "O", "N", "N", "C", "C", "C", "C", "C", "H", "H", "H", "H", "H", "H", "H", "H", "H", "H", "H", "H", "H", "H", "H", "H"],
  "coordinates": [[0.8365, 0.1385, -3.0959], [1.5315, 1.1292, 1.9831], [-0.5231, -0.3312, -0.6982], [-2.2565, 1.4149, -0.8847], [1.3685, 0.4129, 0.6980], [-0.6236, -0.9767, 1.7154], [-0.1479, 0.1130, 0.6819], [2.4170, -0.6406, 0.5196], [-1.9847, -0.0289, -1.0917], [-2.0859, -0.2740, -2.1783], [3.3013, -0.2283, 0.0199], [-0.7797, 0.9722, 0.8134], [1.1867, 0.3408, -2.2177], [0.0526, 0.6953, -2.9944], [-0.3301, -1.3420, -0.7177], [1.4004, 1.2453, -0.0376], [2.0411, -1.2996, -0.2996], [0.0363, -1.8532, 1.8086], [-0.9145, -0.5769, 2.6859], [-2.1699, 1.6885, 0.0751], [2.7162, -1.2600, 1.3436], [-2.6804, -0.5738, -0.4468], [0.9415, 0.6707, 2.5890], [-1.7763, 2.0114, -1.5242], [-1.5573, -1.4476, 1.2532]],
  "forces_ev_per_angstrom": [[0.02, 0.80, 0.12], [0.36, -0.48, -0.67], [-0.61, -0.20, 0.39], [-0.83, -1.93, -0.61], [-1.66, 2.85, 1.91], [-1.12, -0.50, -1.37], [-0.52, -3.05, -1.04], [-0.40, -0.57, -2.69], [1.81, 1.33, 0.54], [-0.08, 0.03, 1.07], [0.02, 0.20, 0.60], [0.77, 0.74, 0.60], [0.31, -0.58, -0.02], [-0.18, -0.31, -0.55], [-0.33, 0.50, -0.49], [0.71, -0.70, 0.10], [0.14, -0.02, 0.57], [0.22, 0.56, 0.13], [0.19, -0.10, 0.12], [-0.02, 0.32, -0.01], [-0.21, 0.04, 0.64], [-0.09, -0.12, -0.35], [0.18, 0.07, 0.25], [0.42, 0.33, -0.07], [0.92, 0.77, 0.82]],
  "mulliken_charge": [-0.665, -0.570, 0.024, -0.540, 0.397, -1.361, -0.391, -1.363, -0.585, 0.356, 0.351, 0.310, 0.319, 0.294, 0.207, 0.207, 0.352, 0.311, 0.461, 0.305, 0.337, 0.326, 0.345, 0.225, 0.348]
}